(1)
The following is a DFT calculation (wB97M-V/def2-TZVPD) of a cluster of 5 separate species, C20H53N2O20P5S in total.

Values from the calculation:
- Net charge: 0
- SMILES: N#CO[C@@H](OCCOCCCCS)P(N)O.COP(=O)(OC)OC.COP(=O)(OC)OC.COP(=O)(OC)OC.COP(=O)(OC)OC

Structure (XYZ):
```
101
Properties=species:S:1:pos:R:3:forces:R:3
S 2.204000 -2.741129 -3.974506 -0.9 -0.5 0.2
P 8.318134 -2.529223 -2.496779 -0.7 -1.1 1.9
P -5.673767 0.431494 5.772291 -0.5 2.1 7.5
P -4.917661 -4.520321 3.477700 -5.3 1.6 -3.1
P 0.548224 4.729877 -2.788501 4.5 4.6 -3.8
P -0.781072 -0.064658 0.936704 5.2 -1.4 6.9
O 0.400592 6.246340 -2.222384 -0.9 -0.7 0.7
O 1.500772 4.637111 -3.937943 -0.5 -0.6 0.2
O -0.582997 -1.040030 2.069804 -0.7 -0.4 -0.6
O -5.624432 -0.027564 7.198683 0.1 -0.3 -0.5
O -0.871692 4.850696 -3.619745 -0.5 -1.2 2.5
O 9.871966 -1.998709 -2.612404 -0.8 0.1 -0.7
O -5.344745 -5.846157 4.362536 3.2 0.3 0.5
O -1.880557 0.879121 1.796860 -1.7 0.5 -3.4
O 6.869906 -0.390138 -1.767347 -0.5 0.1 -0.4
O 0.333906 1.126929 0.943075 -0.8 0.4 -1.3
O -3.763780 -3.549419 2.834298 1.0 -1.9 1.4
O -6.007340 -3.560616 3.803892 0.7 -0.1 0.3
O -4.035079 0.474977 5.518363 -1.2 -0.3 -2.7
O 1.597122 4.284365 -1.570916 -2.8 -1.6 0.9
O 0.172462 -0.891717 -0.147856 -1.7 1.5 -1.9
O -7.291288 0.134199 5.527245 1.3 -0.7 -3.4
O 7.717374 -0.144129 -3.848717 -0.5 -0.1 0.1
O -5.136172 -5.269624 2.047843 0.8 -0.4 0.4
O 5.657032 1.269561 -5.000667 0.0 0.1 0.3
O -5.804255 2.044497 5.629424 0.1 -0.5 -1.4
N 5.197844 -1.545201 -0.423934 -0.6 0.1 -0.2
N 8.106074 -3.768975 -3.675120 0.4 1.5 -0.2
C -0.003134 2.432462 0.451045 0.2 0.1 0.2
C 7.481480 -0.417318 -5.221075 0.2 0.3 -0.4
C -0.878927 4.654947 -5.029646 -0.2 -0.6 -0.4
C 3.270212 1.167802 -4.356274 -0.3 -1.0 0.3
C 2.386917 0.008211 -3.792006 0.7 0.1 -0.2
C 4.726824 0.772518 -4.046326 -0.6 -0.2 -0.7
C -1.612280 1.090208 3.180155 0.1 -0.1 0.4
C -6.505598 2.601536 4.504509 -0.1 0.2 0.2
C 2.937671 4.763400 -1.670497 0.5 0.0 -0.2
C -3.157043 -0.047952 6.506372 0.3 -0.6 0.0
C -4.648030 -6.606262 1.858502 -0.2 0.1 -0.2
C -3.935282 -2.137604 2.902377 0.3 0.7 0.4
C 6.218121 0.289630 -5.818766 0.3 -0.2 -0.4
C 0.656033 -2.193981 0.139544 -0.3 -0.7 -0.3
C -8.166828 0.408458 6.615345 -0.2 -0.1 0.5
C 7.172674 -1.098026 -3.000413 1.3 -0.2 -0.8
C 5.898685 -0.958980 -1.124683 1.0 -0.2 0.6
C 0.134703 6.465408 -0.826203 0.2 0.2 -0.1
C -6.736986 -6.142894 4.431114 -0.5 0.1 0.2
C 2.240214 -1.126819 -4.841754 1.1 0.3 0.9
H 3.379073 4.673165 -0.677844 -0.2 -0.1 0.1
H -2.202844 1.953137 3.489706 -0.1 0.0 -0.2
H 1.131956 -2.559417 -0.771440 -0.1 0.2 -0.1
H 7.177524 -4.147339 -3.518896 0.1 -0.2 0.0
H -7.483580 2.951856 4.834636 0.0 0.0 0.0
H -0.554965 1.295404 3.351090 0.0 -0.1 0.0
H 4.743586 -0.323510 -4.123326 0.1 0.1 0.3
H 1.362034 -0.975659 -5.465662 0.1 -0.3 -0.1
H -0.225582 5.567837 -0.327197 0.0 0.0 0.0
H -3.173996 0.591056 7.386257 -0.2 -0.1 0.0
H -0.366064 5.482025 -5.515248 0.2 -0.1 0.1
H 6.251698 -1.563302 -3.380449 0.0 0.2 0.0
H 3.350336 -3.391749 -4.252612 0.0 0.6 -0.4
H 8.187585 -3.431729 -4.630306 0.0 -0.4 -0.1
H -0.141852 3.110150 1.295200 -0.1 0.0 0.0
H -0.618194 7.246014 -0.738795 0.0 0.0 -0.1
H -7.215995 -6.021832 3.459419 0.0 0.1 0.0
H -5.487959 -7.300869 1.895909 0.0 -0.1 0.0
H 6.542255 0.794599 -6.733828 0.0 0.0 0.1
H 1.398255 -2.146435 0.933651 -0.2 0.1 0.2
H 1.430970 0.359517 -3.401841 0.0 -0.1 -0.1
H -0.422617 3.707200 -5.308217 0.1 0.1 -0.1
H 10.123135 -1.855703 -1.691960 0.3 0.0 -0.1
H 1.050617 6.799509 -0.338701 0.0 -0.1 0.0
H 2.985610 2.113195 -3.894110 0.1 0.1 -0.4
H -7.911171 1.348661 7.104461 0.1 -0.1 0.0
H 3.507002 4.151231 -2.366160 -0.1 0.1 -0.1
H -0.148970 -2.877018 0.408037 0.1 0.0 0.2
H -4.751042 -1.828667 2.250076 -0.2 -0.2 0.2
H -5.934167 3.448339 4.128611 0.1 0.0 0.1
H -6.823551 -7.181934 4.748063 0.2 0.0 0.0
H -9.172413 0.480682 6.199753 0.1 0.0 -0.2
H -1.922891 4.645020 -5.342684 0.0 0.0 0.2
H -2.154569 -0.040740 6.075201 -0.1 0.0 -0.2
H 7.457121 -1.498578 -5.403833 -0.2 0.1 0.0
H 2.958264 -0.426631 -2.965360 -0.4 0.1 0.2
H 5.492839 -0.470556 -6.150713 -0.1 0.1 0.3
H -7.222025 -5.507823 5.169160 0.0 0.1 -0.1
H -3.918704 -6.891635 2.613272 0.0 0.0 0.0
H -3.014255 -1.673970 2.550111 0.2 -0.3 0.1
H -3.413364 -1.071197 6.773710 0.0 0.1 0.2
H 2.962838 5.807006 -1.982567 -0.1 0.0 -0.1
H 3.115103 1.166771 -5.439504 0.1 0.5 0.1
H -4.112325 -1.810528 3.925742 -0.2 0.0 -0.1
H 4.991184 1.075514 -3.029510 0.2 0.0 -0.2
H -8.140608 -0.406406 7.334730 0.1 0.1 0.1
H 3.157278 -1.112123 -5.436430 -0.3 -0.1 -0.3
H 8.356766 -0.050130 -5.761952 0.0 0.0 0.2
H -6.640363 1.879579 3.701734 0.0 0.0 0.0
H -0.912490 2.419416 -0.151424 0.0 0.1 0.1
H -1.925483 0.227057 3.761142 0.1 0.0 0.0
H -4.183611 -6.665483 0.875812 0.0 0.1 0.0
H 0.822671 2.790748 -0.158168 0.0 -0.1 0.1
```
Forces are in eV/Å.

Results of the Löwdin charge analysis, in e, for atoms 1 through 99: S 0.691; P 0.882; P 0.628; P 0.575; P 0.613; P 0.679; O -0.234; O -0.268; O -0.279; O -0.277; O -0.244; O -0.273; O -0.287; O -0.317; O -0.003; O -0.238; O -0.226; O -0.261; O -0.272; O -0.330; O -0.260; O -0.291; O -0.088; O -0.243; O -0.112; O -0.234; N 0.184; N -0.171; C -0.106; C -0.144; C -0.114; C -0.139; C -0.269; C -0.208; C -0.125; C -0.100; C -0.100; C -0.117; C -0.106; C -0.103; C -0.183; C -0.111; C -0.121; C -0.470; C -0.396; C -0.091; C -0.115; C -0.533; H 0.097; H 0.094; H 0.071; H 0.029; H 0.087; H 0.093; H 0.092; H 0.072; H 0.074; H 0.094; H 0.094; H 0.116; H -0.171; H 0.022; H 0.090; H 0.090; H 0.090; H 0.085; H 0.125; H 0.098; H 0.105; H 0.085; H 0.043; H 0.089; H 0.092; H 0.089; H 0.078; H 0.089; H 0.099; H 0.086; H 0.092; H 0.091; H 0.089; H 0.082; H 0.104; H 0.071; H 0.117; H 0.087; H 0.083; H 0.062; H 0.090; H 0.093; H 0.117; H 0.066; H 0.132; H 0.085; H 0.052; H 0.128; H 0.083; H 0.084; H 0.057

(2)
The following is a DFT calculation (wB97M-V/def2-TZVPD) of a cluster of 7 separate species, C20H53N6O11 in total.

Values from the calculation:
- Net charge: +1

Structure (XYZ):
```
90
Properties=species:S:1:pos:R:3:forces:R:3
O 0.080381 -11.170914 -30.097692 -1.5 2.0 -1.7
O -4.408746 -14.724779 -33.671835 1.2 2.1 -0.6
O -3.259919 -13.467235 -35.067286 -0.7 -0.3 0.7
O -0.143398 -10.300050 -32.107058 -0.4 -0.5 1.1
O -4.207669 -10.859232 -27.160495 1.6 0.6 -1.1
O -4.070991 -10.167347 -31.426011 -0.3 -0.2 -0.1
O -3.630448 -5.307944 -28.854513 -1.0 0.1 0.4
O -8.775704 -10.265004 -33.009415 -0.5 1.3 -0.5
O -2.064720 -10.378858 -27.416371 -2.4 -0.6 -1.1
O -2.827826 -10.409863 -36.841487 -0.4 -0.1 1.5
O -9.279914 -12.291451 -32.455840 0.4 1.2 0.3
N -8.579941 -11.278831 -32.399851 -1.2 -2.4 -1.0
N -3.524740 -8.225648 -34.953458 -0.3 -0.8 -0.7
N -3.699941 -13.736254 -33.954992 0.4 -1.9 -0.6
N -5.780158 -7.588621 -29.045454 0.0 -0.6 -1.4
N -3.119956 -10.945134 -27.754512 0.4 -1.6 1.4
N -0.365153 -10.308727 -30.892323 2.7 -0.9 -0.7
C -2.238529 -6.474961 -36.446114 -0.2 0.2 0.5
C -2.792579 -4.197909 -29.113160 0.7 -0.3 -1.0
C -3.531558 -6.440519 -29.730472 0.2 1.3 0.8
C -3.500000 -7.309204 -36.262006 0.0 -0.6 1.6
C -1.760816 -9.799689 -36.117881 -0.9 0.9 -0.6
C -2.281460 -9.155797 -34.803554 -0.6 -0.2 -1.2
C -3.267628 -12.841065 -32.865366 -0.9 0.3 0.8
C -5.733564 -6.156157 -26.853803 0.0 -0.2 -0.2
C -6.149253 -8.474790 -35.105517 0.9 0.8 0.5
C -3.575722 -7.370162 -33.689700 0.1 -0.5 -0.4
C -7.781926 -7.711669 -30.705643 -0.2 0.9 0.3
C -6.316278 -6.292041 -28.291158 0.7 -1.4 0.2
C -2.467944 -10.999773 -38.074963 -0.2 0.4 0.2
C -3.031630 -12.067457 -28.807207 0.8 0.1 -0.3
C -6.283532 -7.647396 -30.529151 -0.1 -0.2 0.6
C -6.278446 -8.898310 -28.376706 0.8 1.3 0.4
C -1.113047 -9.163361 -30.382587 -1.1 -0.3 1.2
C -4.786091 -9.150898 -35.028790 -0.6 -0.4 -0.7
C -4.224134 -7.645178 -29.130273 -0.3 0.3 1.2
C -7.341229 -11.393162 -31.695910 1.4 -0.2 1.6
H -0.946786 -10.475039 -35.854506 -0.1 -0.3 0.1
H -4.787378 -9.813329 -35.894405 1.2 0.3 -0.1
H -2.207297 -12.740651 -28.571846 0.2 0.4 0.6
H -4.445122 -11.049110 -31.618489 0.3 0.9 0.3
H -2.332032 -13.106421 -32.373073 0.1 -0.4 -0.6
H -2.456576 -6.617991 -29.762124 0.1 -0.7 -0.6
H -2.071827 -9.655886 -30.220533 -0.4 0.4 0.4
H -1.527686 -8.517890 -34.342013 0.2 -0.4 0.0
H -4.787030 -9.834401 -34.179723 0.5 0.5 0.4
H -8.192844 -6.737717 -30.439819 -0.4 -0.1 0.0
H -6.354270 -7.932749 -36.028706 0.2 0.0 0.0
H -3.664745 -8.026070 -32.823697 0.1 -0.4 0.0
H -2.258936 -5.939866 -37.395517 -0.2 -0.2 -0.1
H -0.659669 -8.821815 -29.452052 -0.1 -0.2 -0.1
H -3.934912 -6.174737 -30.707594 0.2 0.0 -0.3
H -3.879111 -8.555630 -29.620316 -0.7 -0.2 -0.6
H -3.065886 -3.275829 -28.600159 -0.4 -0.5 0.5
H -5.809881 -8.891176 -27.392581 -0.2 -0.3 0.0
H -7.508781 -11.944022 -30.770388 -0.1 0.1 0.0
H -3.907729 -12.710552 -28.890774 -0.3 0.8 0.4
H -2.296374 -5.693471 -35.688464 0.5 0.1 0.1
H -2.787327 -3.920272 -30.167190 -0.2 -0.1 -0.4
H -5.895084 -6.763350 -31.034802 0.0 0.0 0.1
H -5.929586 -9.772104 -28.927055 0.1 0.3 -0.2
H -6.151687 -5.279179 -26.359654 0.0 0.1 -0.3
H -6.071168 -5.440075 -28.925341 0.3 -0.2 0.1
H -6.140201 -7.769200 -34.274755 -1.0 0.0 0.1
H -1.736703 -11.788910 -37.899881 0.4 0.2 -0.4
H -6.662752 -12.010359 -32.284836 0.0 0.3 -0.2
H -4.647243 -6.073441 -26.819816 -0.1 0.3 -0.4
H -7.400706 -6.400054 -28.311939 0.1 -0.1 0.2
H -7.364825 -8.886385 -28.288665 0.2 0.2 0.0
H -8.297479 -8.483486 -30.134150 0.2 0.0 -0.1
H -3.342974 -11.454960 -38.538896 -0.1 0.0 0.4
H -6.913455 -9.246727 -35.014919 0.0 0.1 0.3
H -3.214992 -11.822939 -33.251035 -0.1 -0.2 0.2
H -3.871674 -7.755437 -28.104743 -0.1 0.1 0.1
H -3.777549 -7.968734 -37.084242 0.1 0.1 0.1
H -1.277921 -6.986149 -36.382789 -0.2 -0.1 0.1
H -1.357971 -9.035695 -36.782816 0.4 0.1 0.0
H -4.292927 -6.609456 -35.997979 -0.3 -0.2 -0.6
H -2.638359 -6.817180 -33.629157 -0.2 0.1 -0.1
H -2.767908 -11.625274 -29.767938 -0.4 0.3 0.1
H -4.049396 -12.981550 -32.118911 0.1 0.4 0.1
H -6.945403 -10.399003 -31.488389 0.1 -0.3 -0.2
H -1.332201 -8.347786 -31.071723 0.7 -0.5 -0.4
H -2.191663 -10.160258 -38.712911 0.8 -0.4 -0.5
H -5.927261 -6.971827 -26.157202 -0.5 -0.3 -0.4
H -7.993644 -7.872380 -31.762743 0.0 -0.1 0.0
H -4.436051 -6.700966 -33.679712 0.1 0.0 -0.4
H -2.567907 -9.999645 -34.175889 -0.1 0.5 0.5
H -1.754721 -4.445277 -28.890091 0.2 0.0 0.3
H -5.872913 -8.541519 -30.998226 0.8 -0.1 0.4
```
Forces are in eV/Å.

Charge distribution, Löwdin scheme, values in e: O 0.056; O 0.056; O 0.057; O 0.040; O 0.027; O -0.435; O -0.223; O 0.067; O 0.049; O -0.235; O 0.080; N -0.456; N -0.191; N -0.415; N -0.183; N -0.365; N -0.404; C -0.057; C -0.083; C -0.170; C -0.110; C -0.172; C -0.048; C 0.018; C -0.051; C -0.054; C -0.005; C -0.071; C -0.091; C -0.069; C 0.046; C -0.175; C 0.028; C 0.000; C -0.159; C -0.079; C 0.019; H 0.140; H 0.119; H 0.100; H -0.141; H 0.115; H 0.122; H 0.039; H 0.126; H 0.110; H 0.080; H 0.082; H 0.077; H 0.095; H 0.109; H 0.112; H 0.090; H 0.097; H 0.082; H 0.113; H 0.095; H 0.077; H 0.084; H 0.113; H 0.094; H 0.088; H 0.120; H 0.060; H 0.100; H 0.108; H 0.068; H 0.115; H 0.099; H 0.079; H 0.097; H 0.087; H 0.061; H 0.131; H 0.129; H 0.075; H 0.103; H 0.116; H 0.098; H 0.044; H 0.081; H 0.065; H 0.088; H 0.092; H 0.077; H 0.080; H 0.093; H 0.107; H 0.091; H 0.079

Frontier orbital gap in eV, matching the order above: 6.68 8.42
E_HOMO in eV, matching the order above: -8.769 -10.714